Record 1
DFT (ωB97M-V/def2-TZVPD) results for one molecule with the formula C4H7NO3.

XYZ file:
```
15
Properties=species:S:1:pos:R:3:forces:R:3:lowdin_charge:R:1
C -0.4652 0.1890 -0.1719 -0.798 -2.209 0.914 -0.5359
C 0.6369 1.2287 -0.0052 0.061 -0.990 0.354 -0.0421
N -1.5376 0.4293 0.7425 -0.163 0.131 0.063 0.0896
C 0.1455 -1.4254 0.4397 -3.520 1.774 -0.879 -0.2388
C 1.6260 0.1282 -0.1109 3.507 -0.034 0.881 -0.1971
O -0.8284 0.0072 -1.5087 0.269 0.036 -0.067 0.0149
O 0.0731 -2.3825 -0.2722 0.354 0.108 -0.053 0.0618
O 1.9602 -0.7413 0.7352 -0.060 2.287 -1.234 0.0171
H -0.8271 -0.9488 -1.6898 0.081 0.009 0.082 0.0974
H -1.9570 1.3401 0.5876 -0.011 -0.019 0.020 0.0915
H -2.2649 -0.2722 0.6598 0.005 0.001 -0.087 0.0934
H -0.0381 -1.3294 1.5097 0.485 -0.441 0.271 0.1359
H 0.6726 1.9341 -0.8330 0.099 -0.077 0.081 0.1290
H 0.6249 1.6966 0.9768 -0.137 -0.076 -0.046 0.1345
H 2.1791 0.1463 -1.0594 -0.173 -0.499 -0.300 0.1488
```
Forces are in eV/Å.

The value obtained for the energy above the lowest of the compared OMol25 structures with the same formula, charge and spin is 395.6 kJ/mol. As for the SMILES: N[C@](O)(C=O)CC=O.



Record 2
DFT (ωB97M-V/def2-TZVPD) results for C27H41Cl2N4O4Ti as an isolated structure.

XYZ file:
```
79
Properties=species:S:1:pos:R:3:forces:R:3:lowdin_charge:R:1
O -4.0244 -2.4661 -2.0623 -1.376 -1.331 -1.477 -0.0651
C -4.4181 -3.0706 -3.0540 0.240 0.820 1.153 -0.2029
C -5.2399 -4.3165 -3.0149 -0.205 -0.341 0.308 -0.1879
C -5.7573 -4.7501 -1.7824 0.025 -0.247 -0.261 -0.0228
H -5.6356 -4.1213 -0.8990 0.120 -0.197 -0.282 0.1146
C -6.4127 -5.9764 -1.6969 -0.010 -0.024 -0.204 -0.0790
H -6.7872 -6.3218 -0.7357 0.046 0.068 -0.172 0.1017
C -6.5811 -6.7765 -2.8353 0.283 0.422 -0.294 -0.0806
H -7.0658 -7.7525 -2.7661 0.120 0.335 0.018 0.1028
C -6.1221 -6.3146 -4.0791 -0.047 0.033 0.185 -0.0835
H -6.2654 -6.9215 -4.9778 0.027 0.225 0.343 0.1032
C -5.4677 -5.0821 -4.1714 0.060 0.164 0.339 -0.0403
H -5.1241 -4.6982 -5.1379 -0.032 -0.236 0.330 0.1132
H -4.1886 -2.6974 -4.0736 0.127 -0.013 0.138 0.1240
C 0.9255 -2.8691 -1.5781 0.637 -0.809 0.099 -0.1946
C 1.1209 -1.4478 -1.2016 -1.156 1.217 0.307 -0.3862
H 1.8812 -3.4110 -1.5793 -0.143 -0.217 -0.089 0.0520
H 0.4854 -2.9734 -2.5789 0.009 0.180 0.184 0.0631
H 0.2579 -3.3728 -0.8727 0.080 0.000 -0.207 0.0077
C 2.2700 -0.7894 -1.2651 0.800 -0.314 -0.149 -0.2499
C 3.6411 -1.3592 -1.5332 0.199 -0.071 -0.271 -0.1195
H 2.3198 0.2893 -1.1156 -0.193 -0.051 0.174 0.0461
H 3.6226 -2.4142 -1.8252 0.001 0.201 0.048 0.0517
H 4.2850 -1.2716 -0.6486 -0.049 -0.003 -0.030 0.0601
H 4.1379 -0.7972 -2.3316 0.066 -0.082 -0.020 0.0595
Ti -0.6421 -0.4256 -0.3834 2.414 -0.948 0.154 0.3287
Cl -1.0696 -2.1989 1.0013 -0.572 -1.070 1.147 0.1141
Cl -1.7269 -0.9370 -2.2266 -0.837 -0.138 -1.545 0.2270
H -5.3573 -0.9616 1.1387 -0.009 0.022 -0.104 0.0869
H -5.2610 -0.3766 3.3086 0.097 0.069 0.122 0.0882
C -4.3105 -0.8254 0.8671 0.091 -0.089 -0.066 -0.0298
C -4.1699 -0.3999 3.3251 0.024 0.172 0.107 -0.0343
N -3.6802 -0.1111 1.9867 0.332 0.053 -0.033 -0.1594
H -4.2364 -0.2381 -0.0561 0.108 -0.208 0.304 0.0950
C -2.5689 0.5852 1.8084 0.554 -0.688 -1.830 -0.2611
O -1.9839 0.6296 0.6797 -1.826 1.329 2.349 -0.2088
H -3.7931 0.3709 4.0054 -0.136 -0.216 -0.005 0.0910
H -2.1463 1.1069 2.6816 -0.186 -0.162 -0.174 0.1524
H -3.8456 -1.8078 0.7019 0.032 0.359 0.033 0.0649
H -3.8452 -1.3903 3.6775 -0.008 0.258 -0.227 0.1040
H 0.9858 4.4331 -2.6055 -0.035 -0.200 0.044 0.0986
H -1.5465 4.7187 -3.3313 0.005 -0.126 -0.034 0.0937
C 0.8798 3.3756 -2.8769 -0.028 0.032 -0.090 0.0005
C -1.4881 3.6542 -3.5833 -0.082 0.064 0.162 -0.0327
N -0.5207 2.9784 -2.7329 -0.016 0.238 -0.127 -0.1594
H 1.5238 2.7642 -2.2395 -0.259 0.091 -0.179 0.0893
C -0.9131 2.0204 -1.9147 1.641 -1.420 0.963 -0.2663
O -0.0877 1.3060 -1.2547 -1.100 2.722 -1.255 -0.1950
H -2.4663 3.1893 -3.4292 0.153 0.159 -0.146 0.0940
H -1.9908 1.8330 -1.8401 0.207 0.056 -0.124 0.1219
H 1.1737 3.2729 -3.9285 -0.001 -0.107 0.220 0.0981
H -1.1968 3.5611 -4.6355 -0.069 -0.064 0.184 0.0968
C 6.3826 3.9078 0.8815 0.098 0.057 -0.369 -0.0809
C 5.6415 4.1152 2.1811 -0.568 -0.261 0.234 -0.2017
N 4.6821 3.0329 2.5045 -0.220 0.006 -0.602 -0.0645
C 5.2757 1.8432 3.1348 -0.012 0.182 -0.130 -0.2166
C 5.7428 2.1367 4.5482 -0.148 -0.192 0.254 -0.0833
C 3.5620 2.9207 1.6936 0.124 0.458 -0.263 -0.3844
O 3.4006 3.5899 0.6736 0.083 -0.239 0.891 0.0610
C 2.4837 1.9733 2.1491 -0.334 0.162 -0.029 -0.1051
C 2.1745 1.7412 3.4965 0.004 -0.214 -0.499 -0.0184
C 1.2469 0.7434 3.7757 -0.089 -0.085 -0.205 -0.0401
C 0.6393 0.0602 2.7129 0.205 0.439 0.098 -0.1366
N 0.7752 0.4339 1.4284 0.397 0.258 0.363 0.0440
C 1.6786 1.3922 1.1598 0.046 -0.224 0.444 -0.0412
H 6.8223 2.9066 0.8298 -0.003 0.143 -0.069 0.0736
H 7.1834 4.6478 0.7959 -0.004 -0.121 -0.020 0.0761
H 5.6891 4.0493 0.0471 0.241 -0.168 0.116 0.0694
H 6.3334 4.1628 3.0286 -0.166 0.158 -0.189 0.1025
H 5.0723 5.0505 2.1258 0.133 -0.167 0.144 0.1251
H 4.5332 1.0416 3.1469 0.202 0.144 -0.089 0.1117
H 6.1282 1.4962 2.5231 -0.288 0.051 0.144 0.1228
H 4.9325 2.5976 5.1268 0.182 -0.035 -0.091 0.0743
H 6.0019 1.1925 5.0377 0.144 0.189 -0.001 0.0793
H 6.6091 2.8037 4.5634 -0.113 -0.165 0.112 0.0653
H 2.6550 2.3344 4.2782 -0.055 -0.340 -0.200 0.1184
H 0.9873 0.4705 4.7985 0.122 0.072 -0.262 0.1071
H 0.0119 -0.8066 2.9075 -0.071 0.172 -0.209 0.0596
H 1.7813 1.7175 0.1239 -0.034 -0.198 0.406 0.0970
```
Forces are in eV/Å.

As for the expectation value of S²: 0.754. The value obtained for the total energy is -3343.3511 Ha. As for the spin multiplicity: 2.



Record 3
DFT (ωB97M-V/def2-TZVPD) results for CHI3S as an isolated structure.

XYZ file:
```
6
Properties=species:S:1:pos:R:3:forces:R:3:lowdin_charge:R:1
C -0.6286 -0.3194 -0.5289 0.124 -0.565 1.927 -1.1611
S -1.3231 0.0999 0.9838 0.336 -0.633 -1.523 0.2116
I 1.5874 -2.3373 1.2646 -0.494 0.426 -0.532 -0.2822
I -1.6609 -0.9474 -2.1996 0.843 0.206 0.650 0.8727
I -3.3318 -1.1475 1.0513 -0.198 0.255 0.215 0.4762
H 0.4918 -0.4123 -0.3631 -0.611 0.311 -0.738 -0.1172
```
Forces are in eV/Å.

The value obtained for the energy above the lowest of the compared OMol25 structures with the same formula, charge and spin is 199.9 kJ/mol.



Quick rundown of maximum force, same order as above: 4.0, 3.3, 2.0 eV Å⁻¹